110
Properties=species:S:1:pos:R:3:forces:R:3:lowdin_charge:R:1 method="wB97M-V/def2-TZVPD" energy_ev=-143152.3471 e_lumo_ha="0.074 / 0.068" charge=-1
Pd 0.2445 -0.6646 -0.4160 0.85 -0.85 0.89 0.18
C 0.4762 -2.0318 7.9453 -0.02 0.08 -0.04 -0.06
C 0.1442 -1.7927 6.5000 -0.04 -0.09 0.04 -0.28
C 1.0852 -1.9654 5.4996 -0.05 0.05 -0.02 -0.02
C 0.7825 -1.6849 4.1719 0.05 -0.06 -0.25 -0.29
C 1.8293 -1.9119 3.1236 -0.04 0.08 -0.24 -0.08
C -0.4850 -1.2238 3.8171 0.09 0.32 -0.14 -0.33
Te -0.9565 -0.2903 1.8560 -0.48 0.12 2.92 1.25
N -1.3990 0.7435 -0.2360 -0.43 0.30 -1.15 -0.36
C -0.6465 1.8521 -0.2080 0.86 -0.60 -0.98 -0.70
O 0.5338 1.8548 -0.6369 -0.45 1.07 0.30 -0.06
C -1.3218 3.0294 0.3451 -0.45 0.97 0.41 -0.16
C -2.6234 2.9188 0.8521 0.24 -0.20 -0.23 -0.05
C -3.2729 4.0196 1.3663 -0.14 0.34 0.10 -0.09
C -2.6425 5.2580 1.3792 -0.02 -0.10 0.03 -0.09
C -1.3550 5.3753 0.8706 -0.17 0.35 0.05 -0.09
C -0.6967 4.2751 0.3623 0.00 -0.39 -0.13 -0.02
C 0.5642 1.2669 2.2902 0.02 -0.60 -0.26 -0.32
C 1.7997 1.1812 1.6713 0.52 -0.43 -0.07 -0.16
C 2.7317 2.1998 1.7790 0.04 -0.14 -0.06 -0.08
C 2.3903 3.3557 2.4562 0.06 0.12 0.05 -0.09
C 1.1581 3.4453 3.0794 0.09 0.07 0.08 -0.06
C 0.2478 2.3951 3.0397 -0.16 -0.17 0.11 -0.30
C -1.0339 2.4736 3.8098 -0.12 0.06 -0.01 -0.06
C -1.4587 -1.1222 4.8133 0.00 -0.02 -0.02 -0.33
C -2.8786 -0.7536 4.5090 -0.08 -0.01 -0.15 -0.09
C -1.1315 -1.3939 6.1341 0.17 -0.03 0.03 -0.03
H 1.3747 -2.6355 8.0563 0.04 -0.05 0.01 0.07
H -0.3489 -2.5333 8.4477 -0.02 -0.06 0.10 0.07
H 0.6445 -1.0812 8.4534 0.03 0.03 0.09 0.08
H 2.0799 -2.3126 5.7536 0.08 -0.05 0.01 0.11
H 2.2456 -2.9146 3.2056 0.08 -0.07 0.00 0.09
H 2.6392 -1.1885 3.2298 0.09 0.03 -0.06 0.08
H 1.3941 -1.8111 2.1218 0.25 -0.09 0.27 0.00
H -3.1211 1.9564 0.8311 0.10 0.03 -0.06 0.10
H -4.2819 3.9186 1.7487 0.02 0.00 0.02 0.10
H -3.1573 6.1198 1.7864 0.03 0.04 -0.04 0.09
H -0.8726 6.3439 0.8516 0.05 0.04 0.06 0.10
H 0.3038 4.3597 -0.0344 0.11 -0.07 -0.04 0.12
H 2.0520 0.3007 1.0668 -0.14 0.38 0.32 0.05
H 3.7017 2.0964 1.3082 0.00 0.05 -0.07 0.10
H 3.0775 4.1922 2.4926 0.02 0.01 0.04 0.10
H 0.8885 4.3609 3.5897 -0.05 0.03 0.12 0.11
H -1.2286 3.4992 4.1208 -0.08 0.02 0.06 0.08
H -0.9720 1.8354 4.6953 -0.04 0.01 0.03 0.08
H -1.8736 2.1246 3.2037 0.04 0.06 0.15 0.04
H -3.0391 -0.7061 3.4358 -0.24 0.04 0.08 0.00
H -3.1322 0.2084 4.9491 -0.12 0.16 0.01 0.08
H -3.5499 -1.5046 4.9166 -0.14 -0.07 0.10 0.08
H -1.8898 -1.2849 6.8984 -0.15 -0.02 0.11 0.11
C -6.0494 -0.8980 -2.7625 -0.16 -0.01 -0.09 -0.11
C -5.6240 -0.6224 -1.4749 -0.12 -0.01 0.11 -0.10
C -4.2819 -0.3974 -1.2180 0.11 0.07 0.32 -0.13
C -3.3522 -0.4191 -2.2457 0.69 0.08 0.17 -0.27
C -3.7950 -0.6692 -3.5345 0.09 -0.06 -0.08 -0.11
C -5.1266 -0.9220 -3.7935 -0.26 -0.04 -0.20 -0.10
Ge -1.4131 -0.0022 -2.0741 -1.01 0.18 -1.51 0.85
C -0.6532 -1.2132 -3.5769 -0.45 0.75 1.00 -0.28
C -0.3501 -2.5480 -3.3695 -0.15 -0.24 0.12 -0.13
C 0.1472 -3.3182 -4.4087 0.01 -0.14 0.02 -0.09
C 0.3734 -2.7514 -5.6521 0.12 -0.11 -0.11 -0.10
C 0.0581 -1.4207 -5.8643 0.03 0.02 -0.27 -0.10
C -0.4739 -0.6632 -4.8375 -0.09 0.03 -0.06 -0.15
C -1.2801 1.8057 -2.8988 0.03 -0.41 -0.11 -0.26
C -0.1384 2.2520 -3.5469 0.19 -0.02 -0.08 -0.13
C -0.0410 3.5410 -4.0391 0.15 0.03 -0.13 -0.09
C -1.0870 4.4297 -3.8598 -0.09 0.15 -0.01 -0.11
C -2.2257 4.0072 -3.1950 -0.16 0.24 -0.02 -0.09
C -2.3197 2.7082 -2.7290 -0.21 -0.17 0.01 -0.10
H -7.0948 -1.0931 -2.9671 -0.04 0.00 0.02 0.09
H -6.3429 -0.5897 -0.6677 -0.04 -0.03 0.10 0.09
H -3.9488 -0.2222 -0.2006 0.03 0.03 -0.04 0.07
H -3.0812 -0.6810 -4.3451 0.02 -0.04 -0.15 0.09
H -5.4479 -1.1406 -4.8020 -0.05 0.00 -0.11 0.09
H -0.5342 -2.9914 -2.3941 0.10 0.02 -0.10 0.03
H 0.3565 -4.3684 -4.2523 0.01 -0.04 -0.01 0.09
H 0.7813 -3.3519 -6.4541 0.03 -0.02 -0.06 0.09
H 0.2188 -0.9638 -6.8311 0.01 -0.02 -0.14 0.10
H -0.7608 0.3615 -5.0246 0.05 0.06 -0.05 0.09
H 0.7026 1.5810 -3.6605 0.08 -0.03 -0.04 0.09
H 0.8511 3.8460 -4.5714 0.07 0.07 0.04 0.09
H -1.0167 5.4450 -4.2307 0.01 0.01 -0.02 0.09
H -3.0517 4.6889 -3.0340 0.00 0.06 -0.01 0.10
H -3.2181 2.3907 -2.2137 -0.08 0.00 0.04 0.10
Te -1.4713 -2.6622 0.4251 -0.08 -0.49 -0.06 0.34
C 5.6461 -1.7759 -0.1796 -0.36 0.05 0.04 -0.07
C 4.2999 -1.3019 0.3483 0.33 0.29 -0.03 -0.31
O 3.3258 -2.3054 0.1411 -0.64 -0.34 0.02 -0.27
P 2.0015 -1.9968 -0.7831 0.52 -0.26 -0.77 0.68
O 2.7649 -1.7191 -2.1920 0.30 -0.38 0.27 -0.28
C 2.5262 -0.5084 -2.8923 -0.07 0.64 -0.39 -0.32
C 3.8458 -0.0039 -3.4498 -0.24 -0.28 0.16 -0.06
O 1.4804 -3.4862 -0.9302 0.15 -0.23 -0.01 -0.36
C 2.1598 -4.4939 -1.6665 0.30 -0.36 -0.06 -0.28
C 2.5450 -5.6537 -0.7682 -0.15 0.30 -0.07 -0.07
H 6.4048 -1.0118 -0.0247 0.10 0.07 0.03 0.07
H 5.5606 -1.9826 -1.2431 0.04 -0.03 -0.13 0.07
H 5.9482 -2.6880 0.3307 0.04 -0.06 0.04 0.07
H 4.0056 -0.3767 -0.1664 0.05 0.01 0.14 0.10
H 4.3589 -1.1049 1.4256 -0.08 0.08 -0.16 0.11
H 2.0567 0.2313 -2.2159 0.14 -0.22 -0.29 0.08
H 1.8311 -0.7194 -3.7111 0.09 0.09 0.16 0.09
H 4.5776 0.1124 -2.6535 0.10 0.08 0.09 0.06
H 3.7100 0.9517 -3.9484 -0.03 0.12 -0.08 0.07
H 4.2253 -0.7318 -4.1641 0.15 0.01 -0.10 0.08
H 3.0368 -4.0686 -2.1588 -0.06 -0.07 -0.07 0.11
H 1.4618 -4.8498 -2.4309 0.12 0.14 0.04 0.10
H 3.2759 -5.3552 -0.0221 0.08 0.08 0.07 0.07
H 2.9654 -6.4450 -1.3840 0.05 -0.19 -0.01 0.07
H 1.6565 -6.0171 -0.2592 -0.05 -0.14 0.08 0.08

=====

82
Properties=species:S:1:pos:R:3:forces:R:3:lowdin_charge:R:1 method="wB97M-V/def2-TZVPD" energy_ev=-89856.7956 e_lumo_ha=-0.095 charge=+1
N 5.2014 -3.1853 4.8311 -0.32 -0.33 0.49 0.21
B 3.9664 -2.8789 4.2009 0.10 0.07 -0.67 -0.67
O 3.0763 -3.8104 3.7476 -0.30 0.37 0.06 0.18
N 3.6237 -1.4754 3.8577 0.11 0.12 0.89 0.13
C 2.2070 -1.0628 4.0025 -0.21 -0.32 -0.39 -0.13
C 1.9193 -0.4766 5.3668 -0.05 0.25 -0.11 -0.12
C 2.8259 0.7351 5.5549 -0.23 0.03 -0.17 -0.12
N 4.1176 0.6073 4.8381 0.20 -0.72 0.49 0.14
C 4.4973 -0.4831 4.1672 -0.15 0.15 -0.26 -0.34
N 5.7591 -0.5470 3.7376 0.07 -0.12 0.20 0.22
H 5.5259 -2.6420 5.6179 0.18 0.16 -0.20 0.09
H 5.3778 -4.1643 5.0086 0.09 0.00 -0.10 0.10
H 2.8488 -4.5287 4.3369 0.24 -0.35 0.02 0.12
H 1.9684 -0.3207 3.2407 0.14 -0.10 0.03 0.10
H 1.6080 -1.9432 3.7954 -0.04 -0.01 0.05 0.12
H 1.9662 -1.2173 6.1660 0.29 -0.02 -0.02 0.12
H 0.8982 -0.0980 5.3403 -0.07 -0.10 0.10 0.13
H 2.3157 1.5908 5.1236 0.18 0.19 0.09 0.09
H 3.0659 0.9366 6.5967 -0.10 -0.01 0.03 0.13
H 4.8895 1.0023 5.3559 -0.02 0.53 -0.40 0.16
H 6.3506 0.2654 3.7629 0.07 -0.04 0.13 0.14
H 6.1375 -1.4245 3.4192 -0.07 0.05 -0.16 0.12
C -0.2013 4.7895 1.9665 0.03 0.00 0.00 -0.21
C 0.0399 4.0908 0.6218 0.00 0.00 0.01 -0.20
C 1.1547 3.0615 0.8374 -0.02 -0.03 -0.05 -0.21
S 1.0379 2.5683 2.5614 0.09 -0.01 0.03 0.68
O 2.2482 2.9460 3.2648 -0.08 0.06 -0.09 -0.34
O 0.6196 1.1850 2.6817 -0.16 0.10 -0.08 -0.34
C -0.2907 3.6770 3.0065 -0.04 0.02 0.01 -0.22
H -1.1111 5.3865 1.9552 0.00 0.00 -0.01 0.12
H 0.6322 5.4533 2.2047 0.00 0.00 0.01 0.12
H -0.8712 3.5855 0.2983 0.00 0.00 0.01 0.12
H 0.3171 4.7974 -0.1577 -0.01 -0.01 -0.01 0.12
H 1.0497 2.1662 0.2289 0.02 0.00 -0.01 0.10
H 2.1489 3.4854 0.7065 0.00 0.01 0.04 0.11
H -0.1371 3.9946 4.0354 0.02 -0.02 0.01 0.11
H -1.2183 3.1105 2.9201 0.01 0.00 -0.01 0.11
C -0.4530 -2.5105 1.1943 0.01 0.00 0.02 -0.21
C 1.0412 -2.7870 0.9772 0.04 -0.10 0.12 -0.22
C 1.2071 -3.4008 -0.4166 -0.03 0.18 0.01 -0.21
S -0.1468 -2.7114 -1.3947 -0.18 0.14 0.07 0.67
O -1.0226 -3.7755 -1.8100 0.06 -0.05 -0.04 -0.31
O 0.3705 -1.7807 -2.3675 0.15 -0.02 -0.14 -0.33
C -0.9198 -1.7975 -0.0647 -0.09 -0.03 0.02 -0.22
H -0.6288 -1.8925 2.0750 0.02 -0.01 0.01 0.11
H -0.9979 -3.4477 1.3264 -0.01 0.00 -0.03 0.12
H 1.5853 -1.8405 1.0350 0.03 -0.01 -0.03 0.11
H 1.4474 -3.4505 1.7403 0.03 0.04 -0.01 0.10
H 2.1357 -3.1224 -0.9089 0.00 -0.04 -0.01 0.10
H 1.0952 -4.4830 -0.4206 -0.08 0.01 0.00 0.11
H -1.9931 -1.7947 -0.2421 0.01 0.02 -0.02 0.10
H -0.5398 -0.7773 -0.1150 -0.01 0.00 -0.01 0.11
C 0.7196 0.4526 -6.1731 0.00 0.04 0.05 -0.22
C -0.1687 -0.4930 -5.3553 0.00 -0.02 0.02 -0.21
C -0.9790 0.3669 -4.3814 0.04 -0.10 -0.03 -0.22
S -1.1606 1.9714 -5.1703 -0.06 -0.14 0.07 0.67
O -0.4640 2.9636 -4.3856 0.01 0.04 0.01 -0.33
O -2.5426 2.1939 -5.5291 -0.02 0.03 0.02 -0.33
C -0.1839 1.5939 -6.6265 0.00 0.02 -0.03 -0.23
H 1.1798 -0.0511 -7.0220 -0.01 0.00 0.00 0.12
H 1.5202 0.8497 -5.5449 0.01 -0.01 -0.01 0.12
H -0.8425 -1.0323 -6.0246 0.00 0.02 -0.01 0.12
H 0.4112 -1.2292 -4.8036 -0.02 -0.02 -0.01 0.10
H -1.9705 -0.0258 -4.1691 0.00 0.04 0.06 0.08
H -0.4518 0.5293 -3.4440 0.01 0.01 -0.01 0.09
H 0.3359 2.5009 -6.9260 -0.02 0.02 0.01 0.11
H -0.8784 1.2823 -7.4065 0.00 0.00 0.01 0.11
C -5.4266 0.1860 -4.3924 0.00 -0.03 0.02 -0.22
C -6.3622 -0.8484 -3.7527 0.01 0.00 0.00 -0.21
C -5.7540 -1.2361 -2.4015 -0.03 -0.01 0.00 -0.21
S -4.8192 0.2034 -1.8480 -0.06 -0.03 0.02 0.67
O -3.4179 -0.1541 -1.7885 0.14 -0.03 -0.04 -0.34
O -5.4318 0.7910 -0.6838 -0.01 0.03 0.02 -0.33
C -5.1118 1.2021 -3.3014 0.05 0.06 -0.12 -0.22
H -5.8789 0.6694 -5.2563 0.01 0.00 0.00 0.12
H -4.5037 -0.2924 -4.7277 0.00 0.01 -0.01 0.11
H -7.3481 -0.4052 -3.6006 0.01 0.01 0.00 0.12
H -6.4901 -1.7254 -4.3852 -0.01 0.00 0.00 0.12
H -6.4898 -1.4642 -1.6343 0.01 -0.01 0.01 0.10
H -5.0398 -2.0536 -2.4861 0.03 0.02 0.00 0.10
H -4.2301 1.8074 -3.5049 0.01 -0.01 0.04 0.09
H -5.9668 1.8420 -3.0831 0.00 -0.01 0.03 0.11

=====

41
Properties=species:S:1:pos:R:3:forces:R:3:nbo_charge:R:1 method="wB97M-V/def2-TZVPD" energy_ev=-43990.3601 e_lumo_ha=0.186 charge=-2
S 0.1226 0.1850 0.2309 -0.90 -0.31 -0.43 2.67
O 1.0100 1.1049 0.9338 0.71 0.46 0.16 -1.10
O -0.0456 -1.0643 0.9989 0.28 0.06 -0.21 -1.10
O -1.2188 0.8220 0.1313 0.12 0.05 -0.16 -1.12
O 0.6489 -0.1109 -1.1193 0.04 0.34 0.20 -1.11
O 0.9705 1.2878 -3.5699 0.00 0.03 0.05 -0.97
H 0.8321 0.7540 -2.7626 0.02 0.53 -0.14 0.50
H 0.1178 1.7026 -3.7257 -0.05 -0.10 0.08 0.46
O 2.8164 3.0613 -0.1381 -0.01 0.06 0.04 -0.98
H 2.1615 2.4620 0.2678 0.06 0.07 -0.19 0.50
H 2.3667 3.4136 -0.9115 -0.04 -0.13 -0.01 0.46
O -1.1885 -1.4296 -2.6411 0.18 0.10 -0.07 -1.01
H -0.4891 -0.9233 -2.1670 -0.80 -0.44 -0.10 0.48
H -2.0191 -1.1230 -2.2480 0.10 0.13 0.04 0.49
O 2.1326 -1.5921 -2.7905 -0.36 0.23 -0.23 -0.97
H 2.8873 -1.5144 -2.1995 -0.12 0.09 0.14 0.47
H 1.4580 -0.9812 -2.4056 0.99 -0.75 -0.10 0.50
O -2.0667 -2.9318 1.0532 -0.06 -0.01 0.12 -1.00
H -1.3578 -2.2560 1.0554 -0.12 -0.11 -0.09 0.51
H -2.0566 -3.2768 0.1548 0.09 0.10 -0.02 0.47
O 0.0910 2.7732 2.8828 0.24 0.13 -0.01 -0.99
H -0.8015 2.4161 2.8283 0.08 -0.10 -0.06 0.47
H 0.5904 2.2791 2.1970 -0.54 0.14 0.40 0.50
O -2.6512 3.1674 0.4573 -0.11 -0.08 -0.04 -0.99
H -2.0838 2.3687 0.4268 0.04 0.20 -0.04 0.51
H -3.2525 3.0020 1.1886 0.07 -0.08 0.03 0.46
O -2.2074 0.1768 2.7058 0.01 0.17 -0.04 -0.99
H -2.8340 -0.5289 2.5165 0.13 -0.06 -0.11 0.47
H -1.6241 0.1942 1.9171 -0.53 -0.06 0.43 0.50
O -3.3991 -0.0335 -1.2495 -0.09 0.12 0.16 -0.99
H -2.6993 0.3340 -0.6581 -0.04 -0.27 -0.25 0.52
H -3.7663 0.7356 -1.6939 0.08 0.03 0.02 0.46
O 1.2045 -3.5732 -0.9477 -0.04 -0.12 -0.17 -0.99
H 1.3294 -3.0653 -1.7703 -0.04 -0.02 0.34 0.49
H 0.9233 -2.9190 -0.2941 0.07 -0.01 -0.03 0.49
O 1.7208 -2.4792 2.4269 -0.07 0.19 0.08 -0.98
H 1.1460 -1.7989 1.9996 0.33 -0.46 0.19 0.51
H 1.1068 -3.0377 2.9105 -0.09 0.03 -0.08 0.45
O 3.5828 0.6456 1.6399 -0.10 0.03 0.18 -0.98
H 3.9304 0.9677 0.8032 -0.14 0.11 -0.01 0.46
H 2.6115 0.7856 1.5662 0.64 -0.29 -0.07 0.50